No. 1
85
Properties=species:S:1:pos:R:3:mulliken_charge:R:1 method="wB97M-V/def2-TZVPD" e_above_lowest_kcal_mol=0.0 multiplicity=5 e_tot_ev=-130452.8641 homo_energy_ev="-18.7 / -19.1" total_charge=+4
N 4.34538 2.96151 -5.55400 0.09
C 4.75458 3.41145 -4.36551 -0.47
C 3.95716 3.30175 -3.21990 -0.46
C 2.71412 2.60987 -3.29753 0.08
C 2.28323 2.21728 -4.60510 -0.14
C 3.14493 2.40085 -5.68976 -0.59
C 2.04198 2.19924 -2.09666 -0.59
Os 0.32593 0.67657 -0.42809 0.53
P -1.64874 -3.82558 1.92361 0.08
C 1.32198 0.95468 -2.06455 0.04
C 1.94121 -0.15739 -1.22222 -0.23
C 1.35400 -1.44703 -1.37519 -0.68
C 2.01706 -2.55508 -0.78606 -0.92
C 3.19825 -2.40497 -0.03154 -0.50
C 3.63493 -1.08593 0.26808 -0.39
C 3.09501 0.02931 -0.37694 -0.22
Br 3.95395 -3.85800 0.77980 0.04
H 2.20014 2.75710 -1.16777 0.71
H 0.90150 0.63126 -3.02382 0.60
H 4.32962 3.68268 -2.26747 0.47
H 1.30927 1.76369 -4.77042 0.49
H 5.74879 3.87960 -4.31896 0.42
H 2.84816 2.08411 -6.69662 0.42
H 0.58533 -1.60174 -2.14674 0.85
H 3.50979 1.03222 -0.25907 0.76
H 1.55872 -3.53766 -0.93364 0.79
H 4.35727 -0.93166 1.07466 0.53
P -1.76390 0.73631 -0.95432 1.26
C 0.11881 -4.17996 2.13812 0.40
C 0.34882 -5.69035 2.28805 -1.27
H 0.46865 -3.64633 3.03464 0.50
H 0.64605 -3.78004 1.26171 -0.46
H 1.41050 -5.89421 2.46059 0.37
H -0.21738 -6.10131 3.13381 0.40
H 0.04474 -6.23864 1.38783 0.35
C -1.95655 -3.92990 0.13999 0.97
C -2.91507 -5.08517 -0.18201 -1.42
H -0.99121 -4.06521 -0.36909 0.17
H -2.39163 -2.97586 -0.18276 -0.65
H -2.97743 -5.24283 -1.26233 0.43
H -2.60153 -6.03068 0.27617 0.38
H -3.92465 -4.86160 0.17834 0.40
C -2.06645 -2.24228 2.68599 0.24
C -2.64514 -2.48964 4.09825 -1.38
H -2.81062 -1.74197 2.04698 0.10
H -1.15089 -1.63470 2.72285 0.26
H -3.21281 -1.61951 4.44440 0.39
H -3.32044 -3.35638 4.09999 0.40
H -1.85228 -2.68576 4.82986 0.39
C -2.69525 1.10991 0.58391 -0.16
C -3.91312 2.01160 0.39378 -1.56
H -1.99896 1.57891 1.29747 0.33
H -2.98222 0.14862 1.03325 0.07
H -3.62379 3.03451 0.12262 0.33
H -4.59587 1.63035 -0.37429 0.38
H -4.47700 2.07850 1.33438 0.45
C -2.40574 -0.85280 -1.55016 0.09
C -2.74405 -0.98051 -3.03050 -1.76
H -3.27734 -1.09333 -0.92756 0.83
H -1.61173 -1.57256 -1.30482 -0.37
H -3.58583 -0.34089 -3.32030 0.43
H -1.89069 -0.74486 -3.67808 0.33
H -3.03207 -2.01721 -3.24949 0.42
C -2.13453 1.98716 -2.24941 -0.77
C -1.26537 3.23349 -2.19299 -1.28
H -3.19493 2.25144 -2.16193 0.75
H -2.00792 1.47809 -3.21416 0.44
H -1.16350 3.69050 -3.18771 0.46
H -1.66914 3.98812 -1.50863 0.30
H -0.24622 3.00235 -1.85481 0.19
N 2.51241 2.84569 5.44626 -0.30
C 2.58687 2.22912 4.22190 0.27
O 3.43507 1.39374 3.95061 -0.59
C 1.54142 2.65241 3.22764 0.63
C 0.55821 3.64778 3.41046 -0.48
C -0.28153 3.98052 2.34784 -1.07
C -0.18711 3.24396 1.16282 -0.25
N 0.65096 2.19128 1.05201 0.23
C 1.59329 1.97009 2.00449 -0.32
H 3.19519 2.56060 6.13785 0.27
H 1.87370 3.58818 5.67405 0.14
H 0.45743 4.14988 4.36571 0.40
H -1.01392 4.77783 2.39831 0.53
H -0.79526 3.47451 0.28392 0.28
H 2.36542 1.24092 1.72991 0.43


No. 2
91
Properties=species:S:1:pos:R:3:mulliken_charge:R:1 method="wB97M-V/def2-TZVPD" e_tot_ev=-140919.4602 homo_energy_ev=-2.9 total_charge=-1
Cu 1.32010 -0.52728 -0.36279 -1.46
C -3.55319 -2.26120 0.73519 -1.58
Sb -2.22566 -0.60970 0.14597 0.54
C -0.20482 -1.53864 -0.58639 1.79
C -0.72989 -1.46455 -1.94950 -1.35
C 0.04717 -1.77937 -3.09090 -0.53
C -0.54253 -1.54002 -4.33012 -0.59
C -1.87656 -1.26479 -4.46321 -0.75
C -2.63799 -1.00225 -3.33907 -0.27
N -2.11737 -1.18660 -2.11826 0.17
Si 0.13654 -3.13172 0.27116 1.07
C 1.66653 -3.89111 -0.58906 -1.04
C -1.11654 -4.57156 -0.05739 -1.41
C 0.60576 -2.92249 2.04694 -1.06
C -3.17963 1.63332 1.21920 1.14
C -2.50664 2.36209 0.22228 -0.55
C -2.81350 3.78081 -0.02436 -0.38
C -2.20232 4.49964 -1.08184 -0.70
C -1.18484 3.90015 -1.80848 -1.06
C -0.89197 2.56566 -1.54720 -0.71
N -1.54172 1.83067 -0.61641 0.52
Si -2.10550 1.67148 2.73124 0.39
C -2.22384 0.14480 3.81324 -0.78
C -0.20496 1.87966 2.42017 -0.80
C -2.95926 3.00267 3.77390 -1.27
Si -4.98090 1.46798 1.23968 0.88
C -5.96370 3.04273 1.61354 -1.50
C -5.63274 0.38725 2.61625 -1.16
C -5.49732 0.86970 -0.50939 -1.01
H -3.65726 -2.37625 1.81594 0.40
H -3.15490 -3.20039 0.29671 0.43
H -4.51820 -2.02903 0.33255 0.55
H 1.08158 -2.05287 -3.10619 0.50
H 0.05445 -1.67855 -5.25354 0.35
H -2.31856 -1.28437 -5.44346 0.41
H -3.70570 -0.66442 -3.35933 0.36
H 1.47650 -3.98657 -1.71812 0.20
H 1.96402 -4.89771 -0.31728 0.43
H 2.60631 -3.35118 -0.46509 0.07
H -1.81043 -4.46841 0.77199 0.40
H -0.62064 -5.52688 0.00267 0.43
H -1.72790 -4.51315 -0.96830 0.38
H 1.69042 -2.91726 2.24303 0.32
H 0.10699 -3.62959 2.69712 0.43
H 0.18935 -1.97067 2.48624 0.12
H -3.55955 4.25575 0.62129 0.19
H -2.45101 5.54966 -1.26707 0.39
H -0.61936 4.47363 -2.51366 0.43
H -0.11604 2.03265 -2.02285 0.67
H -1.62214 -0.61451 3.33987 -0.01
H -3.21980 -0.28804 3.87396 0.32
H -1.89537 0.32108 4.82124 0.43
H 0.20539 0.97087 2.06229 -0.08
H 0.25902 2.15759 3.40316 0.45
H 0.05763 2.67593 1.73314 0.29
H -3.64714 2.60649 4.52200 0.27
H -3.51237 3.65125 3.02958 0.18
H -2.23293 3.63469 4.19261 0.54
H -6.53768 3.45006 0.76373 0.35
H -5.32861 3.83732 1.89690 0.41
H -6.65205 2.84869 2.46340 0.33
H -6.71125 0.19228 2.43724 0.37
H -5.46238 0.91559 3.54521 0.31
H -5.20996 -0.61796 2.66998 0.23
H -5.06167 1.54005 -1.29956 0.25
H -6.51553 0.63477 -0.55813 0.57
H -4.90714 -0.01888 -0.65746 -0.02
N 8.41641 0.06349 -4.11836 -0.57
C 7.75876 -0.27232 -2.94215 1.03
C 6.70509 -1.24945 -2.97584 -0.76
C 6.12465 -1.70578 -1.76655 -0.50
C 6.54647 -1.26401 -0.54942 -0.07
C 7.60740 -0.31375 -0.50455 -0.38
C 8.10274 0.23557 -1.67463 -0.55
S 5.59122 -1.78294 0.83328 1.17
O 6.15605 -1.24725 2.06941 -0.70
O 5.40114 -3.18976 0.77069 -0.73
N 4.06517 -1.18865 0.51045 -0.17
C 3.87327 0.07773 0.55576 0.41
S 4.97465 1.35591 1.21992 -0.09
C 3.97001 2.58220 0.58662 -0.55
C 2.77703 2.03171 0.09216 -0.50
N 2.70065 0.68310 0.16353 0.29
H 7.89078 -0.03777 -4.97951 0.23
H 8.93817 0.92745 -4.15452 0.23
H 6.16587 -1.49017 -3.89066 0.24
H 5.35101 -2.44309 -1.80096 0.44
H 8.02716 0.01618 0.47914 0.37
H 8.80156 1.05055 -1.54426 0.28
H 4.27920 3.61459 0.62500 0.39
H 1.97671 2.53751 -0.45071 0.34


No. 3
80
Properties=species:S:1:pos:R:3:mulliken_charge:R:1 method="wB97M-V/def2-TZVPD" e_above_lowest_kcal_mol=0.0 multiplicity=6 e_tot_ev=-54286.2935 homo_energy_ev="-10.1 / -13.1" total_charge=+2
Ir 0.48242 1.47394 -0.12021 1.74
C -1.21185 0.09854 1.90463 1.09
C -0.15237 0.92110 2.32655 -0.57
C -1.65489 2.19990 1.06211 -0.05
C -2.09644 0.86089 1.07209 0.58
C -0.35591 2.26850 1.74144 2.14
C -1.51885 -1.24771 2.44319 -1.93
H -0.66920 -1.67471 2.98695 0.47
H -1.82337 -1.95957 1.66759 0.51
H -2.35939 -1.19925 3.16078 0.36
C -3.36974 0.41296 0.46989 -1.70
H -3.58670 -0.64148 0.66767 0.46
H -3.37135 0.54609 -0.61865 0.13
H -4.20280 1.01551 0.85123 0.42
C -2.50232 3.38719 0.80751 -1.39
H -3.54988 3.09770 0.72864 0.38
H -2.22664 3.89726 -0.12262 0.21
H -2.41209 4.11987 1.62231 0.32
C 0.05950 3.53275 2.44238 -1.05
H -0.77151 4.03286 2.96591 0.35
H 0.44474 4.26121 1.72247 0.25
H 0.83747 3.35504 3.19324 0.39
C 0.85933 0.61272 3.36222 -1.79
H 1.17505 1.51387 3.89236 0.37
H 1.75234 0.17640 2.89435 0.21
H 0.48946 -0.10222 4.10503 0.49
C -0.36386 -4.99803 0.90906 -0.60
C 0.09031 -5.28342 2.13024 -0.40
C 1.43924 -5.05009 2.73853 -0.73
C 2.63559 -5.37480 1.80856 -0.72
C 3.09029 -4.25238 0.90356 -1.24
C 2.44710 -3.07064 0.72195 -0.16
C 1.00205 -2.85591 0.37424 2.32
C 0.28556 -4.13352 -0.11711 -0.92
H 1.54541 -5.71318 3.60763 0.49
H 2.42502 -6.33495 1.29693 0.33
H 1.55230 -4.04991 3.16870 0.21
H 1.01740 -4.69853 -0.72001 0.47
H -1.32829 -5.42191 0.60849 0.39
H -0.60690 -5.75801 2.83096 0.42
H -0.49757 -3.85559 -0.84322 0.45
H 0.49843 -2.36331 1.21906 -0.81
H 2.97721 -2.12939 0.93278 0.39
H 0.94913 -2.10858 -0.42946 -0.99
H 3.49058 -5.63325 2.46406 0.46
H 4.08790 -4.41778 0.46593 0.38
P 1.98129 0.27517 -1.20157 0.78
C 1.97424 -0.93592 -2.62801 -1.22
C 3.74592 -0.11857 -0.64661 -1.60
P 1.83883 2.94156 -0.95598 0.78
C 2.45394 1.76533 -2.18286 -1.56
C 3.12026 2.87667 0.36487 -1.32
C 1.94330 4.49694 -1.81613 -1.27
H 1.10156 -0.76065 -3.25334 0.38
H 2.00216 -1.99756 -2.32118 0.36
H 2.87115 -0.77791 -3.25817 0.44
H 4.43060 0.08150 -1.49205 0.56
H 3.93759 -1.15275 -0.32787 0.46
H 4.06559 0.56023 0.14427 0.38
H 2.81714 4.42987 -2.48205 0.44
H 2.08702 5.30204 -1.07469 0.42
H 1.04103 4.69409 -2.40702 0.35
H 1.91601 1.77031 -3.13803 0.41
H 3.53732 1.86966 -2.29209 0.69
H 2.94943 3.70553 1.05971 0.45
H 4.11028 2.96287 -0.10187 0.41
H 3.05282 1.94852 0.95085 0.25
C -0.64878 1.75581 -1.63030 -1.38
C -1.74127 1.64550 -2.23379 0.61
C -2.97893 1.48204 -2.91655 0.03
C -3.63944 0.21780 -3.01836 -0.17
C -4.98171 0.16521 -3.39532 -0.51
C -5.63497 1.33423 -3.80126 -0.37
C -4.96288 2.56126 -3.83260 -0.61
C -3.62637 2.62141 -3.45171 -0.61
H -3.06649 -0.68975 -2.79917 0.49
H -5.52043 -0.77344 -3.38501 0.45
H -6.68158 1.26215 -4.08872 0.42
H -5.44765 3.48377 -4.15128 0.42
H -3.04892 3.54091 -3.53605 0.50


No. 4
91
Properties=species:S:1:pos:R:3:mulliken_charge:R:1 method="wB97M-V/def2-TZVPD" e_above_lowest_kcal_mol=0.0 multiplicity=4 e_tot_ev=-161617.6193 homo_energy_ev="-6.3 / -7.2" total_charge=0
V 0.33142 2.12657 0.11471 0.96
N -0.10940 5.99777 2.19778 -0.41
C 0.30139 4.76415 1.75325 0.35
S 0.49698 4.57484 0.03008 -0.57
N 0.45527 3.84353 2.65563 -1.22
N 0.87238 2.63371 2.10704 1.09
C 1.62570 1.94572 2.87761 -1.31
C 2.39918 0.78153 2.47223 0.84
C 3.06022 0.07133 3.48304 -0.61
C 3.95162 -0.94471 3.21241 -0.87
C 4.23135 -1.24323 1.87736 -0.56
C 3.61347 -0.54796 0.86257 -0.05
C 2.66798 0.47083 1.11304 0.54
O 2.10464 1.08154 0.10665 -0.73
H 0.05400 6.76264 1.56618 0.23
H 0.04897 6.17973 3.17602 0.27
H 1.77810 2.31108 3.89325 0.31
H 2.86104 0.35569 4.51161 0.40
H 4.44170 -1.48209 4.01329 0.41
H 4.93410 -2.03120 1.63172 0.46
H 3.83702 -0.77573 -0.17470 0.41
C -2.38985 1.77918 -5.80043 -1.02
C -1.88576 2.94475 -4.95000 -0.59
C -0.79154 2.54576 -4.01717 0.23
N -0.95279 2.34595 -2.76442 -0.61
N 0.18880 1.95547 -2.11233 0.78
C 1.22896 1.87415 -2.90939 0.26
N 2.46129 1.54989 -2.50175 -0.28
S 0.84885 2.25424 -4.55874 -0.26
H -3.19600 2.10691 -6.45599 0.42
H -2.76605 0.97800 -5.16315 0.19
H -1.59134 1.37181 -6.42282 0.30
H -2.69206 3.34130 -4.33212 0.25
H -1.53494 3.75588 -5.59253 0.36
H 2.58101 1.28809 -1.51247 0.03
H 3.18697 1.39867 -3.17529 0.20
C -3.26519 4.47469 -0.30439 -1.11
C -2.75329 3.68147 0.88114 -0.18
O -2.31031 2.36957 0.51447 -0.19
C -3.40462 1.47811 0.26267 -0.76
C -3.48107 1.02914 -1.18301 -0.26
H -3.51221 5.48930 0.01386 0.42
H -4.16223 4.02564 -0.73460 0.36
H -2.49085 4.52946 -1.07041 0.17
H -3.52182 3.58929 1.65751 0.46
H -1.90236 4.17937 1.32770 -0.03
H -4.33544 1.97317 0.55215 0.64
H -3.28216 0.61615 0.92268 0.12
H -3.62388 1.87926 -1.84860 0.25
H -4.31648 0.33429 -1.30032 0.46
H -2.56293 0.52348 -1.48019 -0.44
C -2.90505 -1.93540 3.45344 -1.16
C -2.02002 -3.11379 3.06193 -0.06
C -0.67287 -3.12188 3.78250 -0.79
C 0.30320 -2.05085 3.30114 -1.36
N 0.81897 -2.34306 1.96888 1.70
C 0.46686 -1.72351 0.81813 -0.95
Se -0.84394 -0.44277 0.60172 -0.49
N 1.19278 -2.26801 -0.18219 1.30
C 1.09213 -1.88610 -1.58057 -0.51
C 0.10101 -2.78631 -2.31073 -0.28
C -0.12612 -2.37426 -3.76163 -1.01
C -0.87527 -1.05179 -3.89244 -0.51
C 2.01800 -3.25684 0.32548 0.90
C 2.95912 -4.07607 -0.27872 -0.74
C 3.65616 -4.94520 0.54484 -0.82
C 3.41789 -4.99284 1.92221 -0.89
C 2.47531 -4.17418 2.52188 -0.93
C 1.78012 -3.30500 1.69615 0.34
H -3.86578 -1.98548 2.93945 0.34
H -2.44325 -0.98556 3.18436 0.16
H -3.09733 -1.93591 4.52903 0.38
H -1.85475 -3.10651 1.97998 0.03
H -2.54062 -4.04727 3.28924 0.41
H -0.19777 -4.10044 3.66684 0.33
H -0.83015 -2.97543 4.85519 0.50
H 1.16523 -1.98063 3.96607 0.46
H -0.16251 -1.06666 3.24971 0.30
H 2.08981 -1.96299 -2.01949 0.57
H 0.78771 -0.84058 -1.60389 -0.99
H -0.84777 -2.75495 -1.76665 0.24
H 0.46715 -3.81630 -2.26447 0.34
H -0.69288 -3.16092 -4.26466 0.38
H 0.83694 -2.31236 -4.27991 0.36
H -1.83564 -1.09766 -3.37360 0.28
H -1.06195 -0.80860 -4.93902 0.38
H -0.31383 -0.22557 -3.45490 -0.12
H 3.14466 -4.03836 -1.34378 0.44
H 4.40027 -5.60157 0.11394 0.41
H 3.98413 -5.68331 2.53277 0.42
H 2.30220 -4.20327 3.58889 0.51


No. 5
80
Properties=species:S:1:pos:R:3:mulliken_charge:R:1 method="wB97M-V/def2-TZVPD" multiplicity=3 e_tot_ev=-65526.9193 homo_energy_ev="-9.0 / -9.3" total_charge=+1
Pr -0.27005 0.64731 1.85450 1.24
C 2.08659 2.51799 -0.79167 0.81
C 0.87868 3.15266 -0.42323 0.96
C 2.07864 2.73702 1.48818 0.62
C 2.82804 2.27998 0.38868 0.47
C 0.83771 3.24318 1.00128 -0.37
C 2.59789 2.35129 -2.16734 -1.41
H 1.85587 1.87661 -2.82044 0.03
H 3.50222 1.73220 -2.17997 0.32
H 2.84848 3.33684 -2.58947 0.31
C 4.16591 1.67711 0.47977 -1.35
H 4.64060 1.67241 -0.50806 0.50
H 4.09447 0.65273 0.86063 -0.07
H 4.81443 2.23461 1.17031 0.32
C 2.55289 2.73395 2.88316 -1.40
H 3.60777 3.04632 2.91245 0.36
H 2.49894 1.72052 3.29975 0.09
H 1.96271 3.42623 3.49176 0.40
C -0.14909 3.99700 1.81596 -1.16
H 0.17646 5.04116 1.98751 0.32
H -0.28628 3.54448 2.81172 0.37
H -1.12682 4.03651 1.31856 0.38
C -0.09632 3.79503 -1.32768 -1.77
H -0.14916 4.88178 -1.14735 0.43
H -1.10824 3.39236 -1.17892 0.27
H 0.17424 3.65452 -2.38297 0.39
C 0.80205 -1.60818 -2.47877 -1.04
C 0.79527 -0.39586 -3.08210 -0.21
C -0.29409 0.60533 -2.93880 -0.15
C -1.74532 0.04861 -3.06079 -1.31
C -2.47789 0.00720 -1.76915 -0.46
C -1.81413 -0.17546 -0.57031 0.32
C -0.48861 -0.87004 -0.39793 0.29
C -0.19582 -2.01073 -1.45546 -0.59
H -0.17503 1.31259 -3.76889 0.69
H -1.73300 -0.93268 -3.56588 0.30
H -0.16082 1.21340 -2.02098 -0.49
H -1.19285 -2.29900 -1.86069 -0.60
H 1.57268 -2.33812 -2.69617 0.48
H 1.62161 -0.07785 -3.72306 0.54
H 0.21786 -2.87700 -0.90634 0.68
H 0.38216 -0.16165 -0.38702 -0.26
H -2.33745 0.20713 0.36240 -0.23
H -0.45812 -1.40760 0.58370 0.49
H -2.34123 0.72714 -3.69488 0.48
H -3.40635 0.58286 -1.73209 0.39
P -3.34257 -2.50322 -1.93190 1.12
C -3.16706 -4.24423 -2.51373 -1.36
C -4.73606 -2.05042 -3.06639 -1.54
P -4.15021 -1.30429 0.79802 0.67
C -4.15438 -2.79495 -0.32159 -1.54
C -5.56189 -0.42267 -0.02277 -1.23
C -5.14567 -2.09219 2.13589 -1.17
H -2.79535 -4.89313 -1.70972 0.37
H -2.46075 -4.26865 -3.35595 0.35
H -4.14301 -4.61053 -2.86311 0.44
H -5.40465 -2.91654 -3.18516 0.45
H -4.30509 -1.80943 -4.05025 0.37
H -5.30739 -1.18567 -2.70779 0.37
H -5.98456 -2.68330 1.73489 0.37
H -5.53016 -1.28511 2.77483 0.41
H -4.48176 -2.74724 2.71796 0.36
H -3.60977 -3.61237 0.18093 0.57
H -5.18770 -3.13307 -0.51756 0.61
H -6.01966 0.20824 0.74981 0.45
H -6.32705 -1.11103 -0.40746 0.34
H -5.22766 0.22554 -0.84054 0.26
C 1.70496 -0.44204 1.94443 -0.80
C 2.80001 -0.69191 2.49849 0.78
C 4.04313 -0.98195 3.08209 0.25
C 5.13272 -1.37564 2.25797 -0.20
C 6.40519 -1.54340 2.81324 -0.68
C 6.60194 -1.30397 4.18942 -0.32
C 5.53593 -0.87663 5.00421 -0.64
C 4.26829 -0.70943 4.45468 -0.41
H 4.97229 -1.52041 1.18125 0.44
H 7.23765 -1.84824 2.15963 0.37
H 7.60651 -1.40100 4.61086 0.38
H 5.70314 -0.66388 6.06115 0.38
H 3.44315 -0.33917 5.06023 0.40